23
Properties=species:S:1:pos:R:3:forces:R:3:nbo_charge:R:1 method="wB97M-V/def2-TZVPD" fmax_ev_per_a=3.85 e_lumo_ha=0.0001 charge=0 e_above_lowest_kcal_mol=0.0 gap_ev=7.279 energy_ev=-33042.2091
C -2.462 3.462 -0.831 0.24 0.82 -0.95 -0.25
H -2.931 2.514 -1.139 0.47 0.14 0.40 0.19
H -3.262 4.156 -0.544 0.21 -0.05 -0.14 0.19
H -1.757 3.410 0.014 -0.31 -0.46 -0.31 0.17
O -0.019 -0.377 0.087 0.62 0.26 0.37 -0.49
C 0.994 0.020 0.611 -0.48 -0.17 -0.43 0.27
H 1.689 -0.673 1.128 -0.12 0.16 -0.04 0.11
H 1.278 1.093 0.570 -0.01 -0.23 0.09 0.11
O -1.789 4.037 -2.001 -0.90 -0.59 1.07 -0.68
C -0.836 3.184 -2.716 -0.23 -2.85 0.41 -0.55
C 0.365 2.926 -1.843 -0.51 -0.47 0.12 -0.14
O 1.185 4.133 -1.861 0.85 -0.27 0.16 -0.65
C 1.279 4.939 -0.688 -0.07 0.11 0.36 -0.10
C 1.412 6.386 -1.170 0.29 0.49 0.31 -0.08
O 0.405 6.730 -2.065 1.62 2.16 2.09 -1.04
Ca -0.285 5.254 -3.075 -1.60 0.53 -3.46 1.77
H -1.321 2.258 -3.057 0.11 0.24 0.24 0.17
H 0.962 2.103 -2.260 -0.11 0.24 0.08 0.20
H 0.159 2.701 -0.781 0.06 0.02 -0.14 0.15
H 2.138 4.631 -0.071 -0.15 0.07 -0.12 0.17
H 0.357 4.827 -0.091 0.18 0.01 -0.13 0.17
H 2.418 6.498 -1.626 -0.22 -0.01 0.12 0.14
H 1.404 7.032 -0.270 0.07 -0.14 -0.13 0.16

25
Properties=species:S:1:pos:R:3:forces:R:3:nbo_charge:R:1 method="wB97M-V/def2-TZVPD" fmax_ev_per_a=2.90 e_lumo_ha=-0.1109 charge=+1 e_above_lowest_kcal_mol=0.0 gap_ev=11.293 smiles="[NH3+]CCC[C@H](NC(F)(F)Cl)C(=O)O" energy_ev=-31443.8698
N 1.472 0.713 1.386 -0.14 0.44 0.07 -0.71
C 1.758 -0.225 0.272 0.10 -0.62 -0.33 -0.23
C 0.564 -1.113 -0.067 0.01 0.30 -0.16 -0.42
C -0.573 -0.468 -0.872 -0.06 -0.03 0.09 -0.41
C -1.629 0.327 -0.071 -0.31 0.30 -0.04 -0.17
N -2.977 0.100 -0.586 0.39 -0.36 -0.31 -0.70
C -4.012 -0.073 0.319 -1.39 2.27 1.17 0.77
F -4.367 1.262 0.848 0.61 -2.20 -0.95 -0.38
F -3.675 -0.734 1.437 0.02 -0.16 -0.22 -0.31
Cl -5.452 -0.758 -0.413 0.48 0.18 0.18 0.05
C -1.331 1.837 -0.128 -0.17 -0.84 0.17 0.83
O -0.313 2.284 0.374 0.11 0.30 -0.07 -0.64
O -2.175 2.595 -0.748 -0.02 0.68 -0.16 -0.60
H 0.691 1.404 1.053 0.17 -0.28 0.20 0.47
H 2.296 1.275 1.611 -0.12 -0.15 0.11 0.44
H 1.172 0.207 2.225 0.13 0.21 -0.13 0.42
H 2.050 0.364 -0.598 0.03 0.07 0.12 0.23
H 2.601 -0.861 0.555 -0.06 0.19 0.03 0.23
H 0.958 -1.923 -0.683 0.05 -0.03 0.09 0.25
H 0.169 -1.573 0.840 -0.02 -0.13 0.08 0.22
H -1.103 -1.286 -1.362 0.01 0.04 -0.02 0.24
H -0.153 0.160 -1.660 -0.01 -0.03 -0.10 0.23
H -1.595 0.025 0.984 -0.01 0.12 -0.18 0.24
H -3.055 -0.446 -1.433 -0.04 -0.05 0.15 0.43
H -2.982 2.118 -1.027 0.25 -0.21 0.22 0.53

21
Properties=species:S:1:pos:R:3:forces:R:3:nbo_charge:R:1 method="wB97M-V/def2-TZVPD" fmax_ev_per_a=5.08 e_lumo_ha=-0.1181 charge=+1 e_above_lowest_kcal_mol=77.0 gap_ev=10.634 smiles="[H]/N=C/C(=C(/C)Cl)[NH+](C)C" energy_ev=-21909.3897
H 2.545 2.171 1.733 -2.26 -1.40 -0.91 0.41
N 1.796 1.438 1.394 -0.13 1.64 -1.39 -0.67
C 0.917 1.844 0.550 -0.32 -3.20 1.09 0.18
C -0.259 0.585 -0.229 3.22 3.40 1.96 0.04
C -0.844 0.872 -1.390 -0.44 -0.75 0.09 0.00
C -1.557 -0.064 -2.322 -0.85 -1.64 2.56 -0.66
Cl -0.837 2.458 -2.047 0.35 0.30 0.24 0.09
N -0.181 -0.717 0.433 0.51 -1.24 -2.54 -0.37
C 1.157 -1.414 0.297 1.67 0.93 -0.63 -0.44
C -0.445 -0.756 1.892 0.96 0.62 -1.94 -0.38
H 0.715 2.862 0.273 -0.16 0.25 -0.55 0.21
H -1.913 -1.052 -1.799 0.97 1.62 -1.29 0.21
H -0.962 -0.161 -3.182 1.13 -0.91 -1.01 0.26
H -2.422 0.392 -2.724 -1.19 0.60 0.02 0.26
H -0.827 -1.359 -0.049 -0.20 0.47 0.25 0.44
H 1.074 -2.425 0.670 -0.17 -0.07 0.41 0.23
H 1.607 -1.523 -0.728 -1.00 0.68 0.73 0.25
H 1.792 -0.751 0.923 0.08 -0.97 -0.55 0.27
H -1.405 -0.385 1.949 -1.92 0.95 1.26 0.23
H -0.342 -1.768 2.055 -0.33 -2.09 1.24 0.21
H 0.391 -0.247 2.302 0.05 0.84 0.97 0.25

22
Properties=species:S:1:pos:R:3:forces:R:3:nbo_charge:R:1 method="wB97M-V/def2-TZVPD" fmax_ev_per_a=3.77 e_lumo_ha=0.0257 charge=0 e_above_lowest_kcal_mol=94.5 gap_ev=9.645 smiles="C/[N+]([O-])=C/[C@@H](Cl)CCCO" energy_ev=-24520.4688
C 0.376 2.713 2.655 2.07 -1.51 -0.07 -0.42
N 0.200 2.339 1.208 -0.28 1.64 2.85 0.13
O -0.594 3.132 0.670 -1.13 0.96 -1.38 -0.55
C 0.828 1.419 0.595 0.85 -1.83 -2.19 -0.03
C 0.714 1.315 -0.929 1.42 -1.82 2.25 -0.22
Cl 2.261 1.941 -1.536 0.77 0.41 -0.43 -0.06
C 0.664 -0.167 -1.284 3.29 -1.24 1.35 -0.42
C -0.347 -1.060 -0.624 -1.00 0.46 -1.10 -0.44
C -0.825 -2.227 -1.490 0.25 -2.05 2.10 -0.05
O -1.943 -2.788 -0.827 -2.31 1.45 1.04 -0.72
H 0.842 3.694 2.798 0.27 -0.37 -0.79 0.23
H -0.509 2.791 3.225 -1.52 -0.33 -0.18 0.23
H 0.980 1.906 3.090 0.11 0.42 0.19 0.19
H 1.514 0.616 0.938 -0.63 1.27 0.83 0.22
H 0.014 1.928 -1.388 -1.69 0.83 -0.43 0.25
H 0.854 -0.256 -2.324 -0.73 -0.29 -1.24 0.23
H 1.628 -0.710 -0.894 -0.91 1.67 -0.67 0.20
H 0.019 -1.486 0.280 0.51 -0.26 0.78 0.21
H -1.172 -0.420 -0.281 -0.50 -0.37 -0.41 0.20
H -1.146 -1.973 -2.460 0.19 0.61 -1.49 0.17
H -0.181 -3.193 -1.486 -0.13 2.18 -0.44 0.19
H -2.537 -2.011 -0.559 1.08 -1.82 -0.57 0.46

22
Properties=species:S:1:pos:R:3:forces:R:3:nbo_charge:R:1 method="wB97M-V/def2-TZVPD" fmax_ev_per_a=5.97 e_lumo_ha=0.0033 charge=0 e_above_lowest_kcal_mol=0.0 gap_ev=9.635 energy_ev=-33309.6767
C -2.013 -0.626 -0.326 -0.60 0.70 1.43 -0.41
C -0.787 -1.139 -0.945 3.61 1.32 -2.06 -0.39
C -1.941 0.871 0.152 -0.51 -0.49 -2.20 -0.41
C 0.414 -0.972 0.004 1.00 -0.11 -0.86 -0.43
C -0.617 1.148 0.872 0.76 2.09 0.38 -0.40
C 0.654 0.529 0.175 -1.72 0.31 0.07 -0.10
N 1.790 0.950 0.986 1.71 1.31 -4.15 -0.73
O 2.857 0.425 -1.436 -1.42 -0.76 -4.20 -0.89
S 3.386 0.738 -0.195 -0.61 0.86 5.88 1.43
Cl 4.100 -1.057 0.649 0.06 0.08 0.08 -0.30
H -2.739 -0.614 -1.122 -1.11 -0.72 0.40 0.22
H -2.092 -1.330 0.524 -1.25 0.27 -0.30 0.19
H -0.831 -2.182 -1.154 -0.51 -0.86 -0.36 0.22
H -0.439 -0.634 -1.954 -1.06 -0.72 1.67 0.19
H -1.839 1.236 -0.903 -0.03 0.94 0.92 0.19
H -2.981 1.302 0.520 2.46 -1.01 -0.19 0.23
H 0.075 -1.464 0.952 1.07 0.19 -0.42 0.20
H 1.377 -1.362 -0.511 -1.69 -0.08 1.30 0.23
H -0.417 2.321 0.995 -0.52 -2.61 -0.01 0.22
H -0.570 0.634 1.850 -0.44 0.66 0.01 0.19
H 0.752 0.889 -0.863 0.06 0.34 0.54 0.21
H 1.862 0.337 1.727 0.73 -1.73 2.06 0.36

27
Properties=species:S:1:pos:R:3:forces:R:3:nbo_charge:R:1 method="wB97M-V/def2-TZVPD" fmax_ev_per_a=3.90 e_lumo_ha=-0.1847 charge=+1 gap_ev=7.709 energy_ev=-35117.2456
C 3.868 0.572 1.247 -0.62 -0.43 -0.18 -0.71
C 3.377 0.568 -0.164 0.96 0.48 -0.62 0.79
O 3.938 1.131 -1.075 -0.66 -0.31 0.46 -0.57
O 2.249 -0.166 -0.318 -0.12 0.59 0.07 -0.53
C 1.558 0.030 -1.558 -0.65 -0.59 0.05 -0.07
C 0.080 -0.041 -1.240 0.01 0.34 0.28 -0.42
C -0.417 1.268 -0.626 -0.25 -0.36 -0.16 -0.44
C -1.323 1.131 0.560 0.58 1.12 0.05 -0.06
O -2.663 0.619 0.193 0.13 0.22 1.10 -0.79
P -2.956 -0.868 0.176 0.02 -0.67 -1.74 2.46
O -2.860 -1.608 -1.054 0.09 -0.68 -0.59 -1.04
O -2.105 -1.681 1.342 0.26 1.71 -0.52 -1.05
O -4.604 -0.880 0.692 1.26 0.19 0.50 -0.36
F -5.038 -2.237 0.498 -1.05 0.80 -1.37 -0.16
H 3.040 0.381 1.915 -0.11 0.04 0.30 0.22
H 4.347 1.507 1.468 0.28 0.29 0.05 0.25
H 4.562 -0.249 1.350 0.40 -0.18 0.12 0.25
H 1.818 -0.772 -2.231 0.33 -0.10 -0.34 0.20
H 1.779 0.993 -1.989 0.46 0.19 -0.21 0.21
H -0.045 -0.842 -0.518 -0.07 -0.37 0.12 0.18
H -0.490 -0.297 -2.120 -0.15 -0.12 -0.29 0.24
H -0.916 1.900 -1.349 -0.07 0.12 -0.37 0.23
H 0.435 1.839 -0.279 0.25 0.21 0.28 0.24
H -1.507 2.114 0.959 -0.39 0.27 0.18 0.22
H -0.862 0.558 1.352 -0.24 -0.58 0.15 0.20
H -1.528 -2.331 0.911 0.24 0.25 -0.25 0.55
Na -3.736 -2.640 1.859 -0.90 -2.41 2.93 0.97

23
Properties=species:S:1:pos:R:3:forces:R:3:nbo_charge:R:1 method="wB97M-V/def2-TZVPD" fmax_ev_per_a=4.11 e_lumo_ha=-0.0355 charge=0 gap_ev=4.494 energy_ev=-81891.6882
C -0.610 0.405 -2.750 0.49 0.77 0.23 -0.36
C -1.375 1.570 -2.471 0.71 -0.74 0.73 -0.34
C -0.466 2.600 -2.080 0.47 -0.04 -1.26 -0.32
C 0.857 2.171 -2.381 -0.64 -0.67 1.23 -0.36
C 0.792 0.775 -2.682 -0.63 0.09 0.40 -0.35
Ga 1.521 -1.334 0.389 3.87 1.27 -0.50 0.30
P 0.255 -3.184 -0.089 -2.63 -1.30 -0.82 -0.03
H -0.972 -0.586 -3.009 -0.06 0.22 -0.13 0.18
H -2.458 1.661 -2.521 0.25 -0.11 0.19 0.19
H -0.742 3.591 -1.718 0.04 -0.19 -0.35 0.19
H 1.636 0.099 -2.809 -0.16 0.22 -0.38 0.20
H 1.767 2.761 -2.279 -0.24 -0.19 0.09 0.20
H 0.958 -4.177 -0.862 -0.53 0.59 0.59 0.09
H -0.871 -2.773 -0.900 0.32 -0.96 0.34 0.08
H -0.286 -3.874 1.058 0.07 -0.09 -0.86 0.04
N 0.391 -1.086 3.247 -0.32 -0.29 0.37 -0.78
C 0.129 0.116 2.730 -0.02 0.99 -0.58 0.33
N -0.538 1.005 3.495 0.14 -0.24 0.08 -0.77
S 0.618 0.627 1.148 -1.62 0.60 1.03 -0.14
H 0.108 -1.293 4.200 0.15 -0.11 -0.38 0.40
H 0.893 -1.801 2.720 0.01 0.52 0.40 0.41
H -0.796 1.903 3.108 0.18 -0.28 -0.08 0.43
H -0.814 0.825 4.455 0.17 -0.08 -0.34 0.40

23
Properties=species:S:1:pos:R:3:forces:R:3:nbo_charge:R:1 method="wB97M-V/def2-TZVPD" fmax_ev_per_a=4.29 e_lumo_ha=-0.0034 charge=0 gap_ev=8.737 smiles="CNC(=O)N1C[C@H](C)[C@H]1NI" energy_ev=-21032.5274
C 1.218 -2.730 -2.275 -4.07 0.58 -1.22 -0.41
N 0.888 -1.723 -1.297 1.64 2.46 0.41 -0.62
C -0.301 -1.084 -1.064 0.72 -0.56 1.75 0.78
O -1.396 -1.389 -1.417 -1.89 -0.73 -1.62 -0.63
N -0.157 -0.146 -0.066 -0.09 1.09 -0.02 -0.47
C 1.067 0.502 0.359 0.39 1.37 -1.08 -0.22
C 0.143 1.467 1.172 -0.39 0.35 1.45 -0.25
C 0.114 1.261 2.734 2.62 -2.20 -1.64 -0.60
C -1.077 0.852 0.497 -1.85 -0.72 -2.39 0.16
N -1.921 1.940 -0.610 1.53 -0.97 2.65 -0.77
I -3.774 2.502 0.312 1.23 -0.47 -0.54 0.20
H 1.122 -2.414 -3.325 0.77 0.46 0.21 0.19
H 2.134 -3.050 -1.969 2.52 -1.44 0.13 0.20
H 0.428 -3.508 -2.291 0.66 0.05 0.71 0.22
H 1.667 -1.042 -1.059 -1.09 -1.77 -0.61 0.38
H 1.632 0.894 -0.592 -0.79 -0.01 1.87 0.18
H 1.797 -0.024 0.985 -0.38 -0.41 -0.13 0.20
H 0.230 2.502 0.893 0.13 0.48 0.06 0.23
H -0.790 1.494 3.158 -2.52 0.54 0.62 0.22
H 0.817 1.904 3.254 0.51 -0.19 -0.11 0.22
H 0.317 0.139 2.971 -0.19 1.95 -0.32 0.21
H -1.957 0.347 0.965 0.98 0.71 0.30 0.21
H -2.201 1.307 -1.335 -0.43 -0.58 -0.48 0.36

25
Properties=species:S:1:pos:R:3:forces:R:3:nbo_charge:R:1 method="wB97M-V/def2-TZVPD" multiplicity=2 fmax_ev_per_a=5.18 e_lumo_ha="-0.2944 / -0.5066" charge=+2 e_above_lowest_kcal_mol=0.0 gap_ev="8.461 / 2.682" energy_ev=-23854.4335
In -29.350 -13.213 -5.139 0.17 -0.57 -1.14 1.03
C -29.772 -14.491 -9.904 -3.54 -1.87 0.13 -0.27
O -28.596 -13.862 -9.951 1.19 0.34 -1.70 -0.43
C -27.970 -13.463 -8.919 1.19 0.60 0.13 1.03
O -28.195 -13.667 -7.733 -0.63 0.09 0.87 -0.79
O -26.983 -12.773 -9.431 0.84 0.45 0.72 -0.45
C -25.938 -12.317 -8.615 1.44 1.20 0.32 -0.27
H -30.091 -14.782 -10.905 0.36 0.22 -0.08 0.23
H -30.541 -13.812 -9.535 -0.20 -0.17 0.28 0.18
H -29.733 -15.421 -9.338 -0.05 0.10 0.32 0.19
H -25.037 -12.923 -8.717 -0.29 -0.40 -0.01 0.21
H -26.156 -12.170 -7.557 -0.47 -0.39 -0.07 0.17
H -25.646 -11.336 -8.990 -0.18 0.00 -0.13 0.21
C -28.735 -8.481 -3.254 -0.14 0.90 -0.04 -0.29
O -27.612 -9.240 -2.611 -1.86 -1.73 -0.98 -0.34
C -27.701 -10.563 -2.541 4.04 3.03 1.11 0.97
O -28.631 -11.236 -3.031 -0.94 -0.12 -0.09 -0.16
O -26.618 -11.020 -1.994 -1.30 1.20 -1.23 -0.35
C -26.428 -12.392 -1.677 -0.14 -1.15 0.90 -0.27
H -29.470 -8.321 -2.466 -0.09 -0.18 -0.32 0.24
H -29.106 -8.903 -4.188 -0.01 -0.76 0.43 0.21
H -28.367 -7.514 -3.598 0.62 -0.11 0.64 0.26
H -25.375 -12.652 -1.791 -0.17 0.27 -0.27 0.26
H -27.082 -12.991 -2.311 0.26 -0.30 0.33 0.18
H -26.676 -12.420 -0.616 -0.10 -0.66 -0.10 0.24

19
Properties=species:S:1:pos:R:3:forces:R:3:nbo_charge:R:1 method="wB97M-V/def2-TZVPD" fmax_ev_per_a=3.06 e_lumo_ha=-0.1207 charge=+1 e_above_lowest_kcal_mol=98.1 gap_ev=11.014 energy_ev=-7895.8079
C -2.451 1.031 0.832 0.35 -0.62 1.49 -0.30
C -1.389 0.337 1.191 -0.69 0.62 0.99 -0.07
C 0.153 -1.637 0.507 1.70 -0.40 -1.89 -0.23
C -0.859 -1.565 -0.603 -1.96 -1.24 -1.40 -0.24
C 2.510 1.511 -0.396 1.68 -1.63 1.97 -0.31
C 1.942 0.638 -1.222 -0.65 2.64 0.92 -0.46
N -0.579 -0.376 0.258 0.93 0.62 -1.58 -0.43
H -2.770 1.134 -0.133 -0.54 -0.20 -2.70 0.21
H -3.168 1.482 1.485 0.37 0.39 0.91 0.24
H 0.048 -2.376 1.331 -0.75 1.29 -0.31 0.28
H 1.203 -1.519 0.217 -0.36 -0.06 0.26 0.24
H -0.734 -1.266 -1.746 0.27 -1.21 2.67 0.26
H -1.781 -2.272 -0.405 1.58 2.15 -0.31 0.27
H 3.407 1.099 0.179 -0.90 1.10 -1.00 0.21
H -0.958 0.360 2.181 -0.24 -0.30 0.19 0.23
H 2.130 2.480 -0.029 -0.01 -0.67 -0.68 0.23
H 1.038 0.940 -1.654 -1.44 0.70 -1.22 0.16
H 2.256 -0.269 -1.584 1.37 -2.02 -0.28 0.21
H 0.003 0.270 -0.408 -0.71 -1.17 1.96 0.49

20
Properties=species:S:1:pos:R:3:forces:R:3:nbo_charge:R:1 method="wB97M-V/def2-TZVPD" fmax_ev_per_a=1.98 e_lumo_ha=0.0330 charge=0 e_above_lowest_kcal_mol=11.4 gap_ev=9.581 smiles=Cc1c[nH]cn1.CC energy_ev=-9396.3573
C -2.536 0.539 -1.051 -0.05 0.67 -0.10 -0.64
C -1.290 1.166 -0.502 0.79 -0.93 -0.62 0.09
C -0.884 1.526 0.753 -0.07 0.60 -0.23 -0.12
N 0.434 1.907 0.629 0.32 0.05 0.33 -0.52
C 0.800 1.711 -0.662 -0.24 -0.61 -0.35 0.16
N -0.201 1.257 -1.368 -0.50 0.04 0.43 -0.47
H -2.615 -0.539 -0.921 0.07 0.02 0.51 0.22
H -2.518 0.662 -2.134 -0.07 0.27 0.06 0.23
H -3.399 1.065 -0.642 -0.27 -0.34 -0.07 0.21
H -1.358 1.667 1.706 -0.32 -0.18 -0.05 0.21
H 0.954 2.344 1.376 0.12 -0.22 -0.30 0.42
H 1.797 1.656 -1.067 0.22 0.67 0.37 0.21
C 1.425 -1.766 -0.303 1.38 -1.06 0.24 -0.63
C 1.202 -1.894 1.185 -0.08 -0.67 1.86 -0.62
H 2.505 -1.613 -0.427 -0.22 0.97 -0.26 0.20
H 1.412 -2.745 -0.795 -0.99 0.10 0.01 0.21
H 0.786 -1.039 -0.784 0.20 0.10 -0.24 0.23
H 0.198 -1.707 1.567 -0.19 0.14 -0.46 0.21
H 1.853 -1.308 1.846 -0.01 0.56 -0.59 0.20
H 1.436 -2.887 1.594 -0.10 -0.18 -0.55 0.20

20
Properties=species:S:1:pos:R:3:forces:R:3:nbo_charge:R:1 method="wB97M-V/def2-TZVPD" fmax_ev_per_a=2.49 e_lumo_ha=0.0325 charge=0 e_above_lowest_kcal_mol=19.0 gap_ev=9.380 smiles=Cc1c[nH]cn1.CC energy_ev=-9396.0250
C -1.633 -0.880 2.238 0.48 -2.14 0.40 -0.65
C -0.552 0.064 1.888 -0.01 1.81 -1.71 0.10
C -0.559 1.029 0.861 -0.28 0.29 0.06 -0.14
N 0.712 1.565 0.919 0.28 0.27 -1.35 -0.52
C 1.456 0.913 1.829 -2.07 -0.31 -0.03 0.16
N 0.689 0.053 2.469 0.61 -0.67 0.33 -0.47
H -1.848 -0.916 3.318 -0.39 0.52 -0.46 0.23
H -1.248 -1.923 2.086 -0.03 0.71 -0.03 0.22
H -2.505 -0.866 1.574 0.06 0.60 0.48 0.22
H -1.261 1.505 0.088 0.87 -1.27 1.60 0.23
H 1.144 2.051 0.149 -0.21 0.30 0.10 0.41
H 2.493 1.123 1.874 0.69 -0.12 0.63 0.19
C 0.065 -1.112 -2.351 -1.05 -1.01 1.52 -0.64
C 0.780 0.198 -2.500 -0.10 0.46 -0.89 -0.62
H -0.520 -1.350 -3.220 0.28 -0.64 -0.63 0.21
H 0.646 -1.922 -1.926 0.77 -0.40 -0.98 0.22
H -0.700 -1.203 -1.559 -0.04 1.19 -0.05 0.21
H 1.855 0.174 -2.368 0.18 -0.21 0.36 0.21
H 0.340 0.923 -1.846 0.00 0.63 0.43 0.20
H 0.646 0.576 -3.523 -0.04 -0.01 0.24 0.21